187
Properties=species:S:1:pos:R:3:mulliken_charge:R:1 method="wB97M-V/def2-TZVPD" homo_lumo_gap_ev="1.130 / 9.169" spin_multiplicity=2 e_homo_ev="0.526 / -7.530" charge=-1
C -8.823 -17.504 39.033 -0.6209
H -11.618 -19.426 37.258 0.0781
H -14.973 -9.766 35.910 0.4136
H -13.347 -16.009 36.687 0.0751
C -12.052 -20.612 45.400 -0.5469
H -7.098 -20.892 39.915 -0.6717
C -7.948 -21.744 32.924 -0.7933
C -11.411 -23.918 37.869 -1.3900
C -5.416 -20.706 36.616 -0.5857
C -10.413 -6.197 40.527 -0.4020
O -11.649 -21.461 37.448 -0.0085
Cl -8.543 -14.258 36.766 -0.1862
H -10.131 -20.058 37.884 0.1798
C -15.042 -20.974 40.756 0.0335
C -16.087 -20.160 34.524 -0.8581
H -14.080 -14.757 43.430 0.3937
H -8.156 -16.429 46.558 0.3193
H -16.008 -22.355 39.469 0.3288
C -14.005 -9.938 36.380 -0.5526
H -11.198 -20.167 44.888 0.3013
H -8.152 -18.036 45.929 0.3622
H -8.608 -9.787 43.031 0.2530
H -11.493 -19.712 41.377 0.1680
H -8.885 -12.667 43.738 0.3478
H -4.630 -21.291 36.140 0.3826
H -5.606 -20.946 37.662 0.1041
H -13.855 -16.254 45.276 0.4419
H -12.534 -15.078 42.642 0.3662
O -10.068 -16.865 38.801 0.4588
H -14.546 -18.278 40.313 0.1650
Cl -8.160 -19.888 41.621 -0.4371
H -5.712 -17.908 48.745 0.2632
C -14.280 -27.188 41.114 -0.7798
H -7.523 -20.336 36.194 0.0126
H -14.858 -27.189 40.191 0.2762
H -13.386 -22.319 45.013 0.2425
C -14.202 -15.946 36.014 -0.6792
C -13.193 -25.069 39.045 -0.7016
C -10.002 -17.512 47.049 -0.2585
O -15.215 -19.762 41.595 -0.3312
H -13.216 -9.682 35.672 0.3186
C -13.389 -10.181 39.676 0.4626
Cl -15.546 -13.995 41.113 -0.0834
H -13.272 -12.405 35.077 0.3180
H -5.249 -20.561 42.332 0.3743
H -14.129 -10.893 39.311 -0.4619
H -15.233 -19.896 33.900 0.3277
H -10.904 -18.227 42.208 0.4056
H -10.687 -24.554 38.379 0.3741
O -7.761 -17.842 47.928 -0.2961
H -7.081 -21.879 41.351 0.6929
C -5.657 -18.405 36.997 -0.4189
C -9.962 -9.037 41.515 0.6426
O -6.849 -21.971 32.060 -0.3689
H -8.064 -5.103 39.341 0.2947
C -11.704 -18.669 41.614 -1.2525
O -6.971 -22.216 35.332 -0.2745
O -10.294 -15.970 41.340 -0.7916
H -7.700 -20.711 33.169 0.1571
H -12.185 -14.068 38.201 -0.0503
H -13.711 -9.645 40.569 0.3208
C -14.163 -12.203 35.670 -0.9046
H -12.729 -18.524 41.956 0.1151
C -9.521 -10.097 42.522 -0.6794
H -15.074 -16.301 36.563 0.3960
H -7.152 -6.294 40.151 0.2401
O -14.018 -11.298 36.752 0.0376
H -10.237 -17.038 48.002 0.3371
H -7.772 -23.661 31.482 0.3543
H -8.931 -22.068 34.816 -0.1951
O -10.701 -16.779 46.023 -0.0736
H -11.504 -25.580 40.170 0.4019
C -11.976 -16.409 46.401 -0.7218
H -9.476 -13.399 42.293 0.2249
Cl -18.021 -12.265 38.172 -0.2200
O -9.042 -6.122 40.974 -0.3278
H -6.100 -18.082 36.055 0.3326
H -11.820 -15.482 46.952 0.3602
C -12.585 -25.687 40.257 -0.4476
H -6.418 -16.492 48.068 0.2894
C -16.128 -21.312 39.761 -0.7478
H -15.678 -21.695 37.054 0.0241
H -14.845 -11.874 34.885 0.4358
H -16.774 -14.657 39.259 0.2619
H -14.702 -26.378 41.710 0.3003
Cl -9.549 -17.508 35.587 0.0177
C -10.711 -22.539 37.727 0.0913
H -12.213 -22.842 46.065 0.4654
H -13.217 -25.667 38.134 0.2349
H -9.217 -15.405 34.364 0.4091
C -16.842 -13.829 39.964 -0.6864
H -12.464 -16.841 44.393 -0.0986
H -10.840 -15.168 37.008 -0.5896
H -14.980 -9.301 38.070 0.3286
H -10.814 -5.207 40.310 0.4086
C -6.890 -20.870 40.985 0.1575
H -8.902 -21.764 32.398 0.5808
C -11.231 -6.874 41.690 -0.5204
C -15.455 -18.473 40.882 -0.6232
C -14.556 -13.605 36.343 0.2554
H -17.709 -14.060 40.583 0.3876
H -8.183 -23.438 34.295 0.3575
O -14.106 -14.650 35.408 -0.4789
H -9.914 -22.604 36.986 -0.0851
H -8.896 -18.493 38.580 -0.2336
H -14.232 -24.909 39.333 0.1728
H -14.018 -16.765 35.319 0.4220
H -6.259 -24.083 32.013 0.2971
H -14.412 -21.236 38.120 0.0262
C -5.444 -20.444 41.266 -0.5078
H -5.931 -17.910 46.994 0.2573
H -10.512 -12.480 43.099 0.1142
H -14.118 -20.933 40.179 0.1217
H -16.302 -18.453 40.196 0.3944
H -10.174 -22.221 38.620 0.4056
C -12.054 -14.290 39.260 -0.4585
O -12.441 -14.778 44.632 -0.4258
H -6.509 -18.612 37.646 -0.0666
H -6.486 -20.119 34.802 0.2012
C -9.951 -15.860 35.029 -0.6363
O -10.515 -7.997 42.357 -0.3616
P -11.001 -16.473 40.112 -0.1566
H -10.530 -20.321 36.153 0.3536
C -6.362 -17.573 47.937 -0.7245
H -15.644 -13.661 36.295 0.3151
H -12.437 -10.635 39.951 -0.0954
H -16.190 -21.245 34.534 0.2938
C -15.313 -20.852 37.640 0.3356
H -15.051 -21.808 41.457 0.2975
H -14.471 -19.007 37.150 -0.1012
H -10.992 -15.943 34.716 0.2422
C -14.814 -19.869 36.578 -0.3543
H -15.548 -17.763 41.703 0.2269
H -10.353 -6.716 39.570 0.2886
O -12.940 -27.065 40.580 -0.3125
H -4.970 -17.598 37.252 0.3426
C -10.153 -14.806 36.244 0.3885
H -14.364 -28.182 41.554 0.2842
H -10.619 -13.916 35.822 0.3101
C -6.750 -23.281 31.461 -0.8107
H -16.593 -11.627 40.033 0.4278
H -13.846 -8.022 37.349 0.3895
H -11.586 -24.233 36.840 0.2353
C -9.455 -12.453 42.833 -0.5143
H -12.259 -20.225 46.398 0.2448
H -12.836 -13.460 43.065 0.2880
O -12.638 -23.775 38.613 0.1221
H -10.337 -18.540 46.906 -0.0321
C -12.351 -22.102 45.276 -0.4860
O -4.821 -19.444 36.607 -0.4031
O -12.292 -15.629 39.580 0.6841
H -12.559 -17.242 46.795 0.3180
H -17.125 -21.413 40.191 0.4514
C -8.012 -22.362 34.309 0.2502
H -11.168 -13.873 39.737 0.5172
H -10.735 -9.483 40.889 -0.2822
O -15.949 -19.479 35.783 -0.3379
Cl -11.483 -22.680 43.767 -0.1984
O -11.795 -17.931 40.353 0.3907
C -14.001 -9.056 37.657 -0.7695
H -8.401 -6.912 39.127 0.3663
H -4.765 -21.042 40.659 0.3920
H -12.953 -13.818 39.657 -0.0438
C -8.163 -6.087 39.799 -0.7904
C -13.026 -14.478 43.407 -0.7585
C -10.926 -20.263 37.167 -0.4238
C -16.709 -12.454 39.333 0.4000
C -6.698 -20.784 35.639 0.0699
H -13.926 -20.012 35.963 0.4807
Cl -13.374 -19.771 44.445 -0.1568
H -11.349 -6.178 42.520 0.3142
H -8.000 -17.032 38.496 0.2656
H -6.258 -23.307 30.489 0.2616
H -12.230 -7.143 41.347 0.2620
Cl -4.969 -18.784 40.838 -0.1093
O -12.979 -9.352 38.567 -0.3496
H -8.438 -17.745 40.024 0.3920
O -9.040 -11.346 42.035 -0.3339
H -15.852 -12.423 38.660 -0.6042
H -16.972 -19.934 33.930 0.3143
O -16.264 -20.444 38.630 -0.3807
H -14.132 -13.804 37.328 -0.1433
H -12.711 -25.015 41.106 0.2878
C -12.791 -16.087 45.109 -0.0391
H -10.452 -10.191 43.080 0.3694
C -8.506 -17.439 46.770 -0.5785
H -9.146 -8.637 40.914 0.1347